Record 1
Entry from the OMol25 dataset: a structure of composition C27H55N6O3PS3V in a non-equilibrium geometry (ωB97M-V/def2-TZVPD).

Summary:
M (Da): 689.9
ΔE to the lowest compared entry with this formula, charge and spin (kJ/mol): 20.84
Total charge: +2
Expectation value of S²: 0.7742
Spin multiplicity: 2
E_tot (Eh): -4095.67425
HOMO level (alpha / beta) (eV): -13.93 / -14.02
Orbital gap (alpha / beta) (hartree): 0.3109 / 0.3374

Each line ends with the Löwdin charge.
Cartesian coordinates (Å):
V 0.9231 1.2949 0.2182  0.710
N 1.2850 1.6560 2.3239  -0.008
C 2.6111 2.1363 2.8083  -0.167
C 3.7583 1.5030 2.0274  -0.077
C 3.7510 2.0504 0.6232  -0.557
O 4.5560 2.8106 0.1775  0.130
O 2.6575 1.6843 -0.1014  -0.259
H 0.5568 2.2973 2.6279  0.099
H 1.0720 0.7632 2.7596  0.078
H 2.7101 1.9302 3.8738  0.129
H 2.6326 3.2191 2.6804  0.137
H 3.6495 0.4173 2.0124  0.108
H 4.7078 1.7527 2.4955  0.138
N 0.4702 -0.3095 0.3110  -0.210
P 0.3791 -1.9433 0.0797  0.661
N 0.8902 -2.6339 1.4579  -0.190
C 0.5946 -4.0578 1.7459  -0.182
C 0.3484 -4.2249 3.2354  -0.168
C 1.6375 -3.9373 4.0181  -0.172
C 2.5046 -2.8964 3.2939  -0.165
C 1.6595 -1.9197 2.4908  -0.200
N 1.2508 -2.3783 -1.2254  -0.194
C 1.2338 -1.5351 -2.4330  -0.234
C 1.4747 -2.3690 -3.6843  -0.171
C 2.7373 -3.2150 -3.5644  -0.189
C 2.6909 -4.0526 -2.2927  -0.172
C 2.4987 -3.1588 -1.0800  -0.174
N -1.1512 -2.4307 -0.1668  -0.193
C -2.1270 -2.2619 0.9300  -0.183
C -3.5214 -2.0361 0.3682  -0.176
C -3.9870 -3.2215 -0.4876  -0.171
C -2.8046 -3.8717 -1.2215  -0.160
C -1.6989 -2.8593 -1.4686  -0.180
H 1.4359 -4.6871 1.4391  0.119
H -0.2664 -4.3593 1.1514  0.106
H -0.0092 -5.2342 3.4373  0.123
H -0.4503 -3.5409 3.5359  0.112
H 2.2106 -4.8571 4.1362  0.118
H 1.3923 -3.5947 5.0237  0.115
H 3.2081 -3.3828 2.6142  0.118
H 3.1057 -2.3347 4.0100  0.120
H 2.2977 -1.1810 2.0082  0.083
H 0.9677 -1.3925 3.1626  0.119
H 1.9946 -0.7518 -2.3374  0.106
H 0.2615 -1.0420 -2.5031  0.075
H 1.5435 -1.6924 -4.5379  0.121
H 0.6111 -3.0177 -3.8579  0.113
H 3.6144 -2.5601 -3.5357  0.121
H 2.8483 -3.8528 -4.4409  0.119
H 3.6055 -4.6338 -2.1700  0.122
H 1.8575 -4.7603 -2.3425  0.122
H 3.3424 -2.4608 -0.9968  0.132
H 2.4612 -3.7428 -0.1648  0.094
H -1.8240 -1.4176 1.5543  0.096
H -2.1221 -3.1518 1.5683  0.119
H -3.5109 -1.1229 -0.2331  0.095
H -4.2118 -1.8635 1.1951  0.120
H -4.7293 -2.8737 -1.2068  0.115
H -4.4863 -3.9611 0.1387  0.116
H -3.1247 -4.3047 -2.1686  0.121
H -2.3876 -4.6903 -0.6290  0.117
H -2.0883 -1.9980 -2.0232  0.125
H -0.8896 -3.2937 -2.0505  0.102
S 0.4384 1.7912 -2.2372  0.713
C 1.1529 3.2455 -2.7311  -1.021
N 0.9247 3.7406 -3.9353  -0.046
C 1.4336 5.0866 -4.2092  -0.188
C 2.6131 5.2617 -3.2640  -0.365
S 2.2338 4.2224 -1.8111  1.029
H 0.3163 3.2503 -4.5744  0.150
H 0.6471 5.8161 -4.0027  0.127
H 1.7272 5.1710 -5.2529  0.134
H 2.7396 6.2939 -2.9502  0.092
H 3.5439 4.8957 -3.6924  0.093
C -3.9724 4.8325 -1.5505  -0.099
C -2.6286 5.2744 -0.9856  -0.285
C -2.2234 4.4870 0.2545  -0.318
S -1.9766 2.7425 -0.1537  1.019
O -0.6978 2.3793 0.6615  -0.666
C -3.3261 1.9184 0.7346  -0.304
C -2.9711 1.4654 2.1444  -0.278
C -2.8509 2.5994 3.1528  -0.088
H -4.2782 5.4673 -2.3800  0.085
H -4.7550 4.8896 -0.7910  0.085
H -3.9390 3.8065 -1.9284  0.070
H -2.6680 6.3274 -0.7027  0.123
H -1.8432 5.1810 -1.7407  0.103
H -2.9702 4.5638 1.0443  0.096
H -1.2546 4.7937 0.6509  0.104
H -3.6082 1.0800 0.0993  0.074
H -4.1494 2.6361 0.7275  0.102
H -2.0437 0.8896 2.1069  0.081
H -3.7580 0.7719 2.4494  0.122
H -2.0383 3.2817 2.8957  0.062
H -2.6538 2.2105 4.1510  0.085
H -3.7728 3.1808 3.2101  0.089

Record 2
Entry from the OMol25 dataset: a cluster of 2 separate species, C27H56BI2N3O6P in total in a non-equilibrium geometry (ωB97M-V/def2-TZVPD).

Summary:
M (Da): 814.4
Total charge: +1
E_tot (Eh): -2639.58624
HOMO level (eV): -11.26
Orbital gap (hartree): 0.3034

Each line ends with the Löwdin charge.
Cartesian coordinates (Å):
C -1.7853 -0.9922 -6.7360  -0.101
C -2.2190 0.3981 -6.2712  -0.263
C -3.4150 0.3829 -5.3270  -0.214
C -3.0930 -0.3659 -4.0060  -0.211
C -3.5234 -1.8342 -3.9829  -0.194
C -2.5202 -2.6989 -3.1759  -0.202
C -3.2286 -3.8353 -2.4356  -0.207
C -2.3572 -5.0637 -2.1658  -0.192
C -1.0168 -4.6855 -1.5376  -0.201
C -1.1618 -3.8013 -0.2807  -0.213
C 0.1841 -3.7415 0.4249  -0.169
C 0.3198 -2.8423 1.6508  -0.152
C -0.2932 -1.4322 1.5889  -0.435
P -2.1693 -1.4182 2.0052  0.978
C -3.0685 -1.0662 0.4748  -0.225
O -2.6059 -2.9693 2.3023  -0.279
N 0.3155 -0.6851 2.7811  0.095
C -0.0488 0.7542 2.8810  -0.134
B 0.7378 1.3768 4.1398  -0.675
O 0.2378 2.4468 4.8265  0.177
O 1.9100 0.7946 4.5361  0.182
C 0.2634 1.4762 1.5568  -0.378
C -0.1675 2.9503 1.6656  -0.657
I 1.6128 4.1695 1.9102  0.986
C -0.9750 3.4815 0.4730  -0.776
C -1.5977 4.8251 0.7657  -0.195
I 0.3233 3.7670 -1.2575  0.879
N -0.3943 0.7453 0.4928  0.018
C 0.0742 -0.6309 0.3473  -0.287
C 1.5585 -0.7814 -0.0837  -0.125
C 2.0833 0.3391 -0.9581  -0.192
C 3.4357 -0.0547 -1.6049  -0.082
C 3.1896 -0.4961 -3.0264  -0.459
O 2.6979 -1.6062 -3.2847  0.098
O 3.5399 0.3927 -4.0145  0.088
H -1.2076 -0.9473 -7.6513  0.070
H -1.2327 -1.5127 -5.9587  0.064
H -2.6647 -1.5969 -6.9507  0.069
H -2.5025 0.9730 -7.1493  0.103
H -1.3822 0.8760 -5.7663  0.099
H -4.2639 -0.1215 -5.7852  0.110
H -3.7159 1.4016 -5.1010  0.100
H -2.0157 -0.2877 -3.8623  0.094
H -3.5637 0.1656 -3.1796  0.101
H -3.5944 -2.2273 -4.9890  0.099
H -4.4769 -1.9385 -3.4749  0.108
H -1.7529 -3.1010 -3.8326  0.115
H -2.0330 -2.0104 -2.4860  0.081
H -4.0658 -4.1459 -3.0569  0.113
H -3.6416 -3.4901 -1.4905  0.093
H -2.1418 -5.6005 -3.0849  0.114
H -2.8658 -5.7264 -1.4698  0.112
H -0.4667 -5.5754 -1.2327  0.114
H -0.3856 -4.1526 -2.2480  0.111
H -1.4913 -2.8339 -0.6373  0.055
H -1.9133 -4.2770 0.3414  0.115
H 0.3994 -4.7552 0.7556  0.126
H 0.9406 -3.5260 -0.3231  0.108
H -0.0469 -3.3286 2.5542  0.110
H 1.3914 -2.7106 1.8244  0.118
H -4.0379 -0.6904 0.7881  0.049
H -2.5914 -0.2838 -0.1008  0.035
H -3.2400 -1.9445 -0.1399  0.023
H -2.2770 -3.2396 3.1597  0.051
H 1.3313 -0.7488 2.6871  0.161
H 0.0132 -1.1790 3.6181  0.166
H -1.1078 0.8915 3.0806  0.124
H -0.7220 2.4250 4.8436  0.117
H 1.9283 0.7428 5.4962  0.125
H 1.3525 1.4454 1.4565  0.092
H -0.7536 3.1680 2.5503  0.077
H -1.7127 2.7725 0.1220  0.074
H -0.8437 5.5602 1.0297  0.040
H -2.1206 5.2104 -0.1003  0.072
H -2.2747 4.7522 1.6154  0.090
H -0.3365 1.2240 -0.3957  0.044
H -0.5216 -1.0460 -0.4612  0.132
H 1.6173 -1.6795 -0.6885  0.109
H 2.2068 -0.9471 0.7806  0.120
H 2.1878 1.2945 -0.4600  0.067
H 1.3628 0.4658 -1.7675  0.109
H 4.0735 0.8235 -1.6061  0.121
H 3.9072 -0.8505 -1.0420  0.126
H 2.8766 1.0798 -4.1210  0.118
C 6.3044 5.3057 6.3324  -0.008
C 5.3220 5.4094 5.1904  -0.550
O 5.3335 6.3381 4.4041  0.042
N 4.4001 4.4127 5.0576  0.006
C 4.2239 3.2339 5.8785  -0.079
H 6.9625 6.1674 6.2975  0.085
H 5.7836 5.3002 7.2905  0.085
H 6.9061 4.4004 6.2433  0.085
H 3.7827 4.5589 4.2754  0.081
H 4.3384 2.3340 5.2708  0.076
H 3.2216 3.2321 6.3153  0.081
H 4.9540 3.2104 6.6799  0.075